Here is C46H75BN23O2S as an isolated structure in a non-equilibrium geometry from OMol25. Energies are from ωB97M-V/def2-TZVPD.

```
! RIJCOSX wB97M-V def2-TZVPD def2/J DEFGRID3
* xyz 1 1
S -4.856 0.953 -1.008
O -2.725 3.631 -2.038
O -1.439 1.467 -1.391
N -3.463 2.454 2.573
N 5.851 3.977 -7.288
N 12.281 -9.078 -0.588
N -3.779 1.331 -2.372
N 9.114 -0.736 6.194
N -12.793 0.371 6.875
N -7.138 -0.323 1.819
N 7.787 -2.664 3.213
N -10.594 2.659 3.264
N -3.395 -9.708 -4.596
N -7.498 5.465 9.983
N 1.760 3.541 -7.671
N 3.368 3.290 -2.932
N -2.590 -3.266 -0.565
N 3.737 -2.296 5.269
N 13.803 -4.078 -6.044
N -8.871 1.782 8.134
N -3.492 -1.274 -4.500
N 6.465 0.341 0.433
N -5.324 6.517 -7.078
N -2.955 5.409 -2.425
N -0.026 -5.678 -2.664
N 10.510 -3.323 -1.275
C -1.567 -2.684 -3.407
C -2.645 -1.897 -4.019
C 5.839 -4.382 2.843
C 6.165 3.334 -6.382
C -1.983 -7.383 -3.044
C 6.564 2.519 -5.229
C -2.624 1.659 2.531
C -14.776 1.099 8.430
C -0.167 2.146 -1.631
C 12.225 -7.925 -0.594
C -9.872 1.217 5.334
C -6.088 4.458 8.013
C -0.888 -6.429 -2.831
C 4.577 -1.507 5.352
C -3.097 8.035 -2.448
C 5.090 2.434 -0.347
C -3.459 -2.951 0.126
C 9.944 -1.539 6.151
C -2.761 -9.718 -5.562
C 5.646 -0.506 5.456
C 6.929 -3.421 3.050
C 8.532 -2.577 0.278
C -7.209 0.830 1.811
C 12.933 -3.750 -5.361
C -4.028 4.957 -5.415
C -4.566 -2.550 1.000
C -3.018 6.569 -2.435
C -4.754 5.830 -6.346
C 0.953 1.078 -2.182
C -1.559 0.649 2.479
C -9.744 2.103 8.819
C -1.956 -9.731 -6.789
C -13.666 0.692 7.560
C 2.762 4.211 -3.276
C -6.877 5.022 9.116
C -10.853 2.510 9.689
C 9.639 -2.994 -0.591
C 2.371 3.096 -8.544
C 12.152 -6.459 -0.602
C 10.999 -2.558 6.097
C 5.860 1.263 0.089
C 1.993 5.382 -3.713
C 11.826 -3.332 -4.491
C -7.297 2.296 1.799
C 3.149 2.530 -9.652
C -10.276 2.024 4.175
B -2.571 2.187 -1.922
H -5.854 0.144 -1.607
H -5.014 4.560 8.192
H 5.329 0.464 5.064
H -4.451 -2.950 2.011
H 12.807 -6.026 -1.364
H -1.964 -0.366 2.524
H 11.770 -2.244 -4.404
H -6.999 2.725 2.759
H 5.728 -5.055 3.698
H 0.825 0.073 -1.597
H 0.236 2.485 -0.584
H -2.445 8.467 -3.213
H -3.408 0.407 -2.697
H -0.606 -2.164 -3.466
H 0.812 0.887 -3.319
H 6.637 1.460 -5.488
H 4.100 2.461 0.116
H 12.452 -6.034 0.360
H -1.766 -2.881 -2.350
H -3.100 4.580 -5.856
H -1.110 -10.420 -6.709
H 1.844 5.384 -4.797
H -9.790 0.157 5.078
H -4.113 8.382 -2.656
H -10.737 2.113 10.702
H 4.879 -3.878 2.701
H 11.697 -2.461 6.934
H 1.002 5.409 -3.250
H 8.641 -2.977 1.290
H 7.567 -2.921 -0.104
H -14.844 2.187 8.514
H 5.953 -0.350 6.494
H -0.221 3.071 -2.318
H 2.932 1.468 -9.796
H 6.013 -5.004 1.961
H 10.584 -3.569 6.137
H 4.225 2.621 -9.477
H 11.935 -3.732 -3.479
H -8.902 1.532 5.726
H -2.081 -8.078 -2.205
H 5.844 2.603 -4.409
H -14.661 0.702 9.443
H -4.626 4.087 -5.128
H -2.547 -10.043 -7.655
H 4.941 2.438 -1.430
H 6.536 -0.807 4.897
H -4.300 1.778 -3.169
H 11.138 -6.106 -0.810
H -3.038 4.034 -1.184
H 5.595 3.369 -0.087
H 8.475 -1.488 0.365
H -1.826 -7.983 -3.944
H 11.584 -2.484 5.176
H -1.442 -3.652 -3.901
H -1.548 -8.742 -7.014
H 10.861 -3.677 -4.873
H -2.945 -6.875 -3.158
H 1.998 1.523 -1.924
H -6.649 2.733 1.034
H 2.498 6.316 -3.453
H -15.737 0.743 8.050
H -4.633 -1.462 1.087
H -6.306 4.956 7.065
H -3.759 5.483 -4.495
H -2.798 8.463 -1.487
H -5.529 -2.904 0.621
H 7.538 2.824 -4.836
H -10.593 1.297 6.151
H -6.293 3.393 7.873
H -8.316 2.637 1.594
H -10.921 3.598 9.773
H -11.815 2.154 9.309
H -0.860 0.757 3.313
H -0.977 0.725 1.556
H 2.931 3.036 -10.597
*
```

Properties
- gap between HOMO and LUMO (Ha) = 0.323
- lowest unoccupied orbital energy (eV) = -3.5

Results of the Mulliken charge analysis, in e, for atoms 1 through 6:
1 S -0.094
2 O 0.194
3 O -0.350
4 N -0.432
5 N -0.401
6 N -0.350

=====

Here is C26H60BGaNO4 as an isolated structure from OMol25. Energies are from ωB97M-V/def2-TZVPD.

```
! RIJCOSX wB97M-V def2-TZVPD def2/J DEFGRID3
* xyz -1 1
Ga -0.961 -0.700 -1.935
O -3.298 3.933 0.419
O -0.280 -2.156 0.766
O -5.222 1.079 3.800
O -2.283 -0.919 0.888
N 0.631 0.455 -2.056
C -5.811 0.020 5.941
C -2.660 2.791 -2.668
C -2.164 -0.911 2.311
C 3.907 -2.594 -0.161
C 0.769 -2.277 -3.850
C 3.284 -4.449 -1.834
C -2.667 0.228 -2.625
C -3.090 2.960 1.421
C -2.462 1.503 -3.468
C 1.912 -3.808 -2.104
C 6.873 0.529 -0.809
C -0.569 -2.363 -3.098
C -6.345 0.625 3.066
C 4.470 -0.335 -1.295
C -2.572 -2.234 2.942
C 5.358 0.693 -0.577
C -5.411 1.276 5.185
C -2.252 4.099 -0.524
C -1.897 2.858 -1.341
C 1.984 -2.522 -2.953
C 3.853 -4.096 -0.457
C -7.528 1.578 3.100
C -1.829 3.169 2.266
C 7.605 1.839 -1.142
C 4.866 -1.810 -1.078
C 9.059 1.861 -0.637
B -1.202 -1.307 0.113
H -1.138 -0.653 2.591
H 0.811 -2.964 -4.713
H -5.983 0.520 2.043
H 7.043 -0.213 -1.597
H -3.968 3.027 2.069
H 0.779 0.918 -1.165
H 3.993 -4.152 -2.616
H -1.355 4.517 -0.043
H 9.711 2.434 -1.302
H -3.101 1.945 1.004
H 0.617 -1.859 0.633
H -6.646 -0.374 3.401
H 2.891 -2.587 -3.571
H -3.248 -0.522 -3.172
H 7.058 2.659 -0.670
H 4.871 -4.501 -0.367
H 3.203 -5.541 -1.896
H -6.138 2.078 5.368
H -0.819 2.868 -1.549
H 4.928 -2.314 -2.048
H 7.605 1.984 -2.225
H -7.224 2.572 2.769
H -2.625 4.877 -1.200
H -6.797 -0.340 5.645
H -3.257 0.505 -1.739
H 2.905 -2.156 -0.192
H -2.345 3.655 -3.272
H 5.868 -1.883 -0.642
H -4.447 1.634 5.550
H 1.437 -3.576 -1.144
H -1.843 -3.015 2.721
H 5.127 0.692 0.495
H 4.270 -2.484 0.870
H 2.103 -1.645 -2.308
H -1.434 4.180 2.131
H 5.065 1.686 -0.939
H -1.029 2.478 1.981
H 3.444 -0.207 -0.931
H -2.623 -2.117 4.031
H 9.123 2.320 0.354
H 0.874 -1.266 -4.265
H -1.384 -2.518 -3.818
H -3.729 2.931 -2.458
H 9.467 0.850 -0.555
H -0.573 -3.225 -2.422
H 7.332 0.105 0.093
H -7.956 1.668 4.100
H -1.466 1.504 -3.936
H -8.312 1.215 2.434
H 4.425 -0.097 -2.363
H -3.179 1.527 -4.300
H -2.837 -0.122 2.662
H -2.042 3.029 3.328
H 3.254 -4.593 0.317
H -3.554 -2.542 2.571
H 1.272 -4.526 -2.627
H 0.510 1.214 -2.720
H -5.091 -0.779 5.758
H -2.072 1.941 -0.772
H -5.841 0.225 7.013
*
```

Properties
- gap between HOMO and LUMO (Ha) = 0.241
- lowest unoccupied orbital energy (eV) = 2.5

Results of the Mulliken charge analysis, in e, for atoms 1 through 6:
1 Ga -0.821
2 O -0.467
3 O -0.720
4 O -0.307
5 O -0.075
6 N -0.521

=====

Here is C42H31BrF4I2N3OPRh as an isolated structure from OMol25. Energies are from ωB97M-V/def2-TZVPD.

```
! RIJCOSX wB97M-V def2-TZVPD def2/J DEFGRID3
* xyz 1 5
I -2.364 0.507 -7.748
I -5.109 -0.260 -2.549
Rh 0.537 -1.072 -0.664
Br 3.069 -2.144 -0.677
P 0.977 -0.926 1.751
F 5.209 -0.454 4.659
F 2.580 -0.271 4.235
F 6.844 -1.369 2.692
F 5.828 -2.103 0.327
O -2.191 -0.961 -1.654
N -0.699 0.737 -0.879
N 0.251 -0.905 -3.110
N -0.777 -2.730 -1.032
C -0.924 -0.620 -3.739
C -2.998 2.819 -0.924
C -0.050 -1.962 4.169
C 1.206 1.771 2.567
C -3.359 0.055 -4.984
C 2.786 -1.029 2.014
C -1.825 0.095 -0.572
C 0.104 4.803 -0.177
C 0.243 -0.356 -5.845
C -2.962 -3.336 -1.261
C 0.853 2.589 -0.791
C -3.329 -0.276 -3.616
C -2.151 -0.612 -3.022
C -0.486 2.116 -0.751
C -2.216 0.027 -5.723
C 1.350 -0.925 -3.823
C 3.244 1.668 -0.427
C 3.352 -0.696 3.237
C 0.394 0.654 2.404
C 0.360 -2.217 2.861
C 0.651 2.990 2.929
C 5.006 -1.635 1.261
C 1.400 -0.670 -5.200
C -1.529 1.984 2.988
C 4.712 -0.794 3.482
C 0.374 -3.523 2.378
C -0.437 -4.314 4.493
C 1.119 3.915 -0.486
C -0.889 -4.061 -0.751
C -0.715 3.099 3.139
C -1.533 3.063 -0.615
C -2.024 -2.339 -1.323
C -0.453 -3.014 4.977
C -0.983 0.769 2.608
C -0.970 -0.313 -5.125
C -1.205 4.374 -0.286
C 3.650 -1.521 1.033
C -0.021 -4.571 3.194
C 5.544 -1.263 2.484
C -2.200 -4.472 -0.894
C -3.900 2.632 0.296
C 1.999 1.740 -1.303
H 2.347 -0.716 -5.720
H 3.599 2.665 -0.163
H -2.593 2.061 3.168
H -3.588 1.797 0.925
H -3.118 1.994 -1.625
H 3.061 1.129 0.500
H -1.145 4.050 3.424
H 2.277 1.703 2.421
H -3.347 3.702 -1.464
H -2.014 5.088 -0.165
H 0.328 5.833 0.070
H -2.574 -5.475 -0.764
H 2.270 -1.140 -3.289
H 2.286 2.146 -2.279
H -2.774 0.481 -0.238
H 0.679 -3.718 1.358
H -3.877 3.525 0.924
H 0.238 -0.137 -6.904
H -0.776 -2.817 5.992
H 4.056 1.163 -0.956
H -4.305 0.319 -5.438
H 1.614 0.746 -1.531
H -0.753 -5.131 5.129
H -0.015 -5.584 2.813
H -4.933 2.462 -0.012
H -4.019 -3.269 -1.459
H -0.053 -0.951 4.554
H -1.627 -0.094 2.479
H 2.144 4.268 -0.519
H -0.019 -4.651 -0.504
H 1.291 3.855 3.048
*
```

Properties
- energy relative to the best compared isomer or geometry (same formula, charge and spin) (kcal per mole) = 87.2
- gap between HOMO and LUMO (alpha / beta) (Ha) = 0.223 / 0.210
- lowest unoccupied orbital energy (alpha / beta) (eV) = -3.2 / -4.5

Results of the Mulliken charge analysis, in e, for atoms 1 through 6:
1 I 0.145
2 I 0.087
3 Rh -0.193
4 Br -0.058
5 P 1.926
6 F -0.281

=====

no.,total energy (hartree)
1,-3630.212207
2,-3332.063916
3,-5878.963670